# C53H122N4O10

A cluster of 10 separate species, C53H122N4O10 in total in a non-equilibrium geometry (ωB97M-V with the def2-TZVPD basis set, the Open Molecules 2025 dataset).

Last column: Löwdin charge in e.
CARTESIAN COORDINATES (ANGSTROEM)
C  1.6560  0.6184  -4.2828  -0.0442
C  1.8656  1.3207  -5.6308  -0.5263
C  0.5957  2.1625  -5.9616  -0.0133
C  3.0873  2.1711  -5.5397  -0.1414
C  3.6247  2.5497  -6.9551  -0.1380
C  3.8036  1.3274  -7.8993  -0.1436
C  2.5737  0.5133  -8.0346  -0.5587
C  1.5472  1.1661  -8.9441  -0.0316
C  2.7754  -0.8241  -8.6746  -0.0526
N  2.1367  0.2276  -6.6291  -0.0429
O  0.8485  -0.4585  -6.6408  -0.0695
H  0.6535  0.1597  -4.1945  0.0875
H  2.4124  -0.1746  -4.2411  0.0668
H  1.9087  1.3030  -3.4485  0.0911
H  0.3896  2.7104  -5.0144  0.0786
H  0.6609  2.8669  -6.8092  0.0777
H  -0.2365  1.4950  -6.0885  0.0691
H  2.8626  3.1299  -5.0579  0.1197
H  3.9423  1.7108  -4.9611  0.1391
H  2.8656  3.1178  -7.5151  0.1018
H  4.5636  3.0675  -6.9102  0.1003
H  4.5612  0.5916  -7.6106  0.1249
H  4.1373  1.7793  -8.8006  0.1100
H  1.9139  1.0405  -9.9550  0.0887
H  1.3097  2.1945  -8.7453  0.0616
H  0.6192  0.6646  -8.7515  0.0784
H  3.4154  -1.5441  -8.1877  0.0871
H  3.1962  -0.6083  -9.6679  0.0954
H  1.8523  -1.3276  -8.8930  0.0774
H  1.1028  -1.3983  -6.4990  0.1175
C  -3.6145  3.1933  6.7679  -0.0487
C  -3.2532  2.1111  5.7516  -0.5048
C  -2.9022  2.6378  4.3449  -0.0291
C  -2.0885  1.3345  6.3737  -0.1190
C  -1.7387  0.0126  5.6117  -0.1676
C  -2.9670  -0.8947  5.6448  -0.1281
C  -4.2354  -0.1430  5.1222  -0.5141
C  -4.1458  -0.0842  3.5403  -0.0069
C  -5.4071  -1.0275  5.5006  -0.0497
N  -4.4129  1.1478  5.7823  -0.0866
O  -5.5320  1.7564  5.1541  -0.0347
H  -4.0358  2.6944  7.6520  0.0887
H  -2.7895  3.8338  7.0828  0.0838
H  -4.3896  3.8983  6.4247  0.0836
H  -3.8363  2.7383  3.7491  0.0894
H  -2.4161  3.6561  4.4241  0.0992
H  -2.2684  1.9085  3.8759  0.0364
H  -1.2398  2.0338  6.3753  0.1213
H  -2.3833  1.1106  7.4051  0.1188
H  -1.4858  0.3035  4.6067  0.0674
H  -0.8503  -0.5998  5.9161  0.1080
H  -3.2038  -1.2001  6.6853  0.1211
H  -2.7925  -1.8306  5.0199  0.1250
H  -4.1580  -1.1010  3.2167  0.0590
H  -3.3175  0.5114  3.1361  0.0554
H  -5.0812  0.3423  3.1806  0.0798
H  -5.4351  -1.0053  6.6049  0.0922
H  -5.3014  -2.0245  5.1009  0.0766
H  -6.3588  -0.5701  5.1239  0.0942
H  -6.0180  2.1723  5.8685  0.1011
C  4.8434  -6.3690  0.1209  -0.0339
C  3.6852  -5.8552  -0.7655  -0.5340
C  3.3253  -6.9839  -1.8121  -0.0190
C  2.4877  -5.6759  0.1753  -0.1440
C  1.3479  -4.9109  -0.4169  -0.1812
C  1.7301  -3.7247  -1.2164  -0.1539
C  2.9388  -3.9204  -2.1433  -0.4592
C  2.4565  -4.5967  -3.4120  -0.0515
C  3.4770  -2.4961  -2.5507  -0.0143
N  4.0371  -4.5949  -1.3102  -0.0701
O  5.1018  -4.8443  -2.2119  -0.0436
H  4.6132  -7.2382  0.7090  0.0800
H  5.6581  -6.6733  -0.5413  0.0812
H  5.2719  -5.5874  0.6736  0.0651
H  3.5226  -7.9007  -1.2390  0.0795
H  2.2278  -7.0516  -2.0990  0.0845
H  3.9239  -6.9056  -2.6967  0.0655
H  2.2228  -6.7035  0.4579  0.1253
H  2.8464  -5.1899  1.0865  0.1239
H  0.8351  -5.6367  -1.0697  0.1122
H  0.6208  -4.5804  0.3400  0.1003
H  1.9835  -2.8663  -0.6315  0.0902
H  0.9656  -3.3783  -1.9472  0.1219
H  1.8929  -3.8101  -3.9640  0.0914
H  1.8046  -5.4975  -3.3293  0.0792
H  3.2460  -4.9750  -4.0436  0.0758
H  4.2959  -2.6291  -3.2827  0.0919
H  3.7714  -1.9042  -1.6892  0.0638
H  2.7117  -1.9381  -3.0625  0.0462
H  5.8115  -4.2498  -1.9089  0.1182
C  -0.3162  2.9167  -1.8115  -0.0283
C  -1.5754  3.7393  -1.5326  -0.5479
C  -1.6996  4.7847  -2.6402  -0.0344
C  -2.8040  2.8681  -1.7335  -0.1603
C  -4.1071  3.4629  -1.2431  -0.1745
C  -3.9468  4.0220  0.1814  -0.1304
C  -2.6953  4.9162  0.3865  -0.5422
C  -3.0418  6.2521  -0.2518  -0.0364
C  -2.5022  5.1104  1.8759  -0.0513
N  -1.5660  4.1711  -0.1619  -0.0335
O  -0.4487  5.1175  -0.0565  -0.0323
H  -0.0251  2.2746  -0.9551  0.0713
H  -0.4134  2.3633  -2.7255  0.0578
H  0.5636  3.5592  -1.9216  0.0919
H  -1.6348  4.1957  -3.5716  0.0874
H  -2.5650  5.4550  -2.6476  0.0725
H  -0.8529  5.4679  -2.6478  0.0832
H  -2.8250  2.5301  -2.8008  0.1305
H  -2.6459  1.8792  -1.1454  0.1339
H  -4.3739  4.2271  -2.0099  0.1130
H  -4.8486  2.7234  -1.3319  0.0880
H  -3.8782  3.1630  0.8676  0.1127
H  -4.8195  4.5907  0.6358  0.1382
H  -2.1817  6.7558  -0.6942  0.0834
H  -3.3820  6.9789  0.5064  0.0875
H  -3.9134  6.0642  -0.9150  0.0811
H  -1.9583  4.2220  2.2236  0.0617
H  -3.5104  5.0697  2.3891  0.1000
H  -1.9679  6.0193  2.2046  0.0932
H  0.2175  4.6242  0.4425  0.0421
C  4.6602  -0.7573  0.9442  -0.0452
C  4.4467  0.4571  1.8426  -0.4465
C  5.4470  1.6030  1.6758  -0.0454
O  3.1411  1.0979  1.7371  -0.0722
H  5.0982  -0.4495  -0.0197  0.0778
H  3.7632  -1.3308  0.7511  0.0607
H  5.4063  -1.3791  1.4633  0.0891
H  4.3892  0.0352  2.8758  0.1226
H  5.4510  2.2869  2.4931  0.0590
H  5.1993  2.1795  0.7976  0.0743
H  6.4569  1.1494  1.5158  0.0925
H  2.6007  0.5068  2.2068  0.0059
C  1.1881  3.3472  3.7233  -0.0516
C  1.2539  4.2671  2.5705  -0.4731
C  2.4496  5.2708  2.6159  -0.0125
O  1.3351  3.4993  1.3546  -0.0815
H  2.1695  2.7979  3.7835  0.0973
H  0.4116  2.5847  3.4099  0.0858
H  0.9220  3.9076  4.5661  0.0663
H  0.2731  4.6864  2.5144  0.1031
H  3.3425  4.6758  2.4841  0.0675
H  2.5724  5.8508  3.5285  0.0788
H  2.3844  5.9293  1.7487  0.0793
H  2.2279  3.1396  1.2669  0.0791
C  -2.8233  -4.9991  1.7504  -0.0230
C  -2.1261  -3.8868  2.5881  -0.4391
C  -0.8215  -4.2594  3.2705  -0.0284
O  -1.9124  -2.7217  1.7379  -0.1012
H  -2.1266  -5.3471  0.9876  0.0794
H  -3.7672  -4.6155  1.4342  0.0538
H  -2.9849  -5.8711  2.3824  0.0809
H  -2.8059  -3.6239  3.3709  0.1038
H  -0.1315  -4.6702  2.5478  0.0647
H  -1.0791  -5.0453  3.9987  0.0936
H  -0.4148  -3.3655  3.7409  0.0733
H  -2.6754  -2.6360  1.1095  0.0499
C  -0.6600  -0.7296  -0.8176  -0.0316
C  0.2780  -0.4016  0.2798  -0.4550
C  -0.3550  0.5973  1.2774  -0.0187
O  0.5891  -1.5524  1.0462  -0.0905
H  -0.2831  -1.4973  -1.4796  0.0743
H  -0.8339  0.1762  -1.3627  0.0599
H  -1.5660  -1.0829  -0.3714  0.0534
H  1.2383  0.0187  -0.1183  0.1535
H  -1.1319  0.0750  1.8311  0.0781
H  -0.7200  1.4690  0.7658  0.0535
H  0.3437  1.0153  1.9884  0.0432
H  -0.3104  -1.8505  1.3380  0.0668
C  -5.5170  -2.2928  -1.7566  -0.0447
C  -4.4792  -3.0146  -0.9424  -0.4633
C  -3.2221  -3.4696  -1.7528  -0.0320
O  -4.0388  -2.0999  0.0571  -0.0889
H  -5.1188  -1.3960  -2.2410  0.0938
H  -6.3490  -2.1477  -1.0565  0.0905
H  -5.8392  -3.0379  -2.4858  0.0829
H  -4.8062  -3.8002  -0.2382  0.1342
H  -3.5202  -4.3087  -2.4132  0.0867
H  -2.5364  -3.9749  -1.0366  0.0726
H  -2.6909  -2.7801  -2.3601  0.0629
H  -3.5642  -1.4342  -0.4288  0.0658
C  2.8485  -0.2886  5.3830  -0.0517
C  1.5841  -0.7299  4.4917  -0.2661
O  2.0742  -1.2254  3.2451  -0.1082
H  3.5209  -1.1475  5.3260  0.0675
H  2.4156  -0.3388  6.3836  0.0608
H  3.4226  0.6128  5.1124  0.0650
H  0.8560  0.0423  4.2846  0.0787
H  1.1486  -1.5945  5.0134  0.0972
H  1.3761  -1.4300  2.6350  0.0189

Values from the calculation:
LUMO energy   0.01579 hartree
Molar mass   975.6 g/mol
Energy   -3063.7535 hartree
SMILES   CC1(C)CCCC(C)(C)N1O.CC1(C)CCCC(C)(C)N1O.CC1(C)CCCC(C)(C)N1O.CC1(C)CCCC(C)(C)N1O.CC(C)O.CC(C)O.CC(C)O.CC(C)O.CC(C)O.CCO
Orbital gap   9.0 eV
HOMO energy   -8.540 eV